Record 1
{"formula": "C13H11BeN4STe", "method": "wB97M-V/def2-TZVPD", "charge": -1, "lumo_energy_ev": 2.7757, "homo_ev": -3.12, "mol_weight_g_mol": 391.94, "elements": ["N", "C", "Te", "C", "H", "H", "H", "C", "N", "H", "Be", "C", "C", "C", "C", "C", "C", "N", "H", "C", "S", "H", "H", "N", "H", "C", "H", "H", "H", "C", "C"], "positions_angstrom": [[-0.57905, -1.21362, -0.70036], [-0.42276, -1.68320, -2.87340], [-1.83479, -2.72042, 0.30327], [-0.07740, -0.14502, 0.10831], [1.24695, 1.10960, 2.24066], [-2.68682, 0.21720, -0.32227], [4.08071, -2.10542, 2.67690], [2.72290, -0.37887, 2.56278], [-0.71052, -1.48516, -4.21495], [0.89228, 2.36152, 0.59958], [0.43320, -2.50908, -0.51805], [1.65286, 0.15837, 1.93087], [-2.90971, 2.31842, 0.03628], [-0.90979, 3.51215, 0.57996], [3.22440, -1.66015, 2.19282], [-2.18893, 1.13902, -0.05408], [-0.18356, 2.33327, 0.48563], [-0.97467, -0.88085, -2.02704], [-0.63499, -2.31434, -4.77994], [-0.80908, 1.11309, 0.19384], [0.68503, -2.99574, -2.49366], [-0.39422, 4.43911, 0.80449], [-2.84840, 4.43574, 0.43472], [1.46586, -1.84666, 0.58608], [2.83598, -3.33920, 0.93897], [1.00665, -0.55420, 0.85482], [3.19062, 0.16497, 3.37593], [-3.97655, 2.30356, -0.15496], [-1.55424, -0.95239, -4.36108], [2.53971, -2.33701, 1.22952], [-2.28167, 3.51530, 0.36436]], "atomic_forces_ev_per_a": [[0.06, 0.11, 0.13], [-0.12, 0.12, 0.02], [-0.28, 0.07, 0.08], [-0.16, -0.06, -0.10], [0.02, -0.02, 0.03], [-0.01, 0.01, 0.01], [0.00, 0.02, 0.01], [0.07, -0.05, 0.02], [0.07, -0.02, -0.05], [-0.02, 0.03, -0.01], [0.27, 0.09, -0.24], [-0.11, -0.03, -0.10], [0.05, -0.02, 0.00], [0.00, -0.06, -0.01], [-0.02, 0.08, 0.04], [-0.06, 0.05, -0.02], [-0.02, 0.05, 0.00], [0.16, -0.28, 0.09], [-0.02, 0.01, 0.01], [0.07, -0.09, 0.04], [-0.01, 0.04, 0.02], [0.00, 0.00, 0.00], [0.00, 0.00, -0.01], [0.00, -0.08, 0.03], [-0.02, 0.00, -0.01], [0.10, 0.09, 0.09], [0.00, 0.01, 0.00], [0.00, -0.01, 0.01], [-0.01, -0.01, 0.01], [-0.04, -0.01, -0.06], [0.02, -0.03, 0.01]], "nbo_charge": [-0.72, 0.29, -0.36, -0.06, 0.22, 0.23, 0.20, -0.17, -0.83, 0.20, 1.49, -0.26, -0.22, -0.22, -0.38, -0.22, -0.24, -0.41, 0.38, 0.05, -0.52, 0.20, 0.19, -0.80, 0.19, 0.18, 0.20, 0.20, 0.38, 0.09, -0.26]}

***

Record 2
{"formula": "C13H11Br2INO4P", "method": "wB97M-V/def2-TZVPD", "charge": 0, "smiles": "O=C1C=C(P(O)I)C(=O)C(c2ccncc2)=C1O.BrCCBr", "lumo_energy_ev": -1.4183, "homo_ev": -9.07, "mol_weight_g_mol": 562.92, "elements": ["C", "H", "H", "I", "Br", "H", "C", "C", "O", "N", "H", "C", "H", "Br", "C", "C", "O", "H", "C", "H", "O", "C", "H", "C", "H", "O", "C", "C", "H", "P", "C", "H", "C"], "positions_angstrom": [[-2.70435, -0.08871, 0.25064], [-4.72736, -0.15632, -0.43309], [-1.62117, -3.78164, 1.46939], [0.82651, -4.91824, 3.42452], [0.37440, 0.94182, -3.99612], [1.76695, 2.06976, -2.26507], [0.86713, 0.67165, 0.83960], [-1.67027, 0.66674, 0.88465], [-1.07019, -4.19753, 0.77927], [-4.39453, 1.74629, 0.29985], [-3.63738, 3.46152, 1.16613], [-3.96171, 0.49895, 0.03252], [4.08328, 1.18103, -3.05964], [2.91225, -0.60257, -1.82013], [2.05671, -1.67427, 0.96900], [2.00959, 1.69907, -3.25813], [3.20000, 0.36287, 1.44891], [2.25233, 2.53934, -3.90748], [-0.26509, -1.33891, 1.75744], [-1.40513, 2.66902, 1.75458], [0.88244, 1.92813, 0.25087], [-2.09234, 1.98713, 1.23093], [3.20241, 0.12823, -4.18416], [-0.30524, 0.08369, 1.13629], [-2.51648, -1.12708, -0.06450], [-1.10001, -1.69290, 2.53800], [-3.38918, 2.41307, 0.89794], [0.88382, -2.24352, 1.26674], [2.89816, -2.27953, 0.58989], [0.55250, -4.07767, 1.13043], [3.13032, 0.69209, -3.25792], [0.80866, 2.55086, 0.99497], [2.15301, -0.11240, 1.13370]], "atomic_forces_ev_per_a": [[0.86, 0.68, 0.63], [0.55, 0.44, 0.25], [0.05, -0.08, -0.24], [-0.20, 0.34, -0.05], [0.01, 0.01, 0.12], [0.06, -0.09, -0.01], [-0.74, -0.48, -0.03], [-1.50, 0.62, -0.26], [0.92, 0.65, 1.02], [2.68, -1.09, 0.66], [0.18, -0.71, -0.14], [-1.15, -1.38, -0.93], [-0.07, 0.01, 0.01], [0.01, -0.07, -0.41], [-1.04, 0.67, -0.05], [-0.14, 0.06, -0.24], [0.25, 0.79, 0.20], [0.06, -0.07, 0.02], [1.17, 0.96, -1.30], [-0.56, -0.28, -0.31], [0.68, -0.49, 1.12], [0.43, -1.20, -0.41], [-0.09, 0.04, 0.04], [-0.37, -0.67, 0.18], [-0.26, 0.61, 0.15], [-0.41, -0.50, 0.16], [-0.18, 1.93, 0.62], [-1.18, 0.12, 0.96], [-0.18, 0.68, 0.47], [0.00, -0.17, -1.04], [0.15, 0.09, 0.19], [0.14, 0.09, -0.56], [-0.11, -1.51, -0.80]], "nbo_charge": [-0.25, 0.19, 0.50, -0.14, -0.01, 0.24, 0.25, 0.01, -0.97, -0.38, 0.19, 0.04, 0.23, -0.01, -0.21, -0.45, -0.48, 0.23, 0.55, 0.21, -0.68, -0.25, 0.23, -0.14, 0.23, -0.51, 0.03, -0.43, 0.25, 0.97, -0.44, 0.49, 0.51]}

***

Record 3
{"formula": "C13H11Br4N3", "method": "wB97M-V/def2-TZVPD", "charge": 0, "smiles": "Cc1nc2c(Br)c(Br)c(Br)c(Br)c2n1CCCCC#N", "lumo_energy_ev": 0.0130, "homo_ev": -8.74, "mol_weight_g_mol": 528.87, "elements": ["Br", "C", "H", "C", "N", "H", "C", "C", "Br", "H", "H", "C", "C", "H", "C", "C", "C", "C", "N", "C", "H", "Br", "H", "H", "H", "Br", "H", "H", "C", "C", "N"], "positions_angstrom": [[-3.02465, 0.47592, 3.69008], [-2.12533, -1.00053, 2.87110], [-0.88694, 0.72527, -2.31047], [-1.76117, -0.91581, 1.51665], [-2.12633, 0.07676, 0.63770], [-2.06358, 1.62700, -1.41278], [1.51641, -1.59467, -1.12291], [-1.75483, -2.13193, 3.60457], [-0.41946, -4.61116, 4.04052], [1.78210, -1.97074, -0.13698], [1.52710, 0.17604, -2.27989], [1.75118, -0.08131, -1.22456], [-1.04270, -1.91141, 0.89026], [3.83048, -0.29838, -1.52060], [3.39421, 1.77319, -1.09517], [-0.96213, -3.11923, 3.01732], [3.20490, 0.32910, -0.89386], [-0.62821, -3.02824, 1.65573], [3.50561, 2.93051, -1.25615], [-1.80397, 0.58969, -1.75792], [-2.58445, 0.11367, -2.38328], [0.36286, -4.42556, 0.87643], [-0.23530, -1.60032, -2.41765], [1.10274, 0.51487, -0.58345], [-0.08549, -3.04505, -1.45665], [-2.36096, -2.24625, 5.47400], [3.47749, 0.10115, 0.11209], [2.11552, -2.05587, -1.87459], [0.03416, -1.97722, -1.40576], [-1.58869, -0.24448, -0.51827], [-0.91679, -1.46588, -0.40635]], "atomic_forces_ev_per_a": [[0.27, -0.58, -0.56], [0.04, -0.07, 0.53], [0.25, -0.26, -0.40], [-1.31, 0.84, 0.99], [0.36, 0.30, -0.56], [-0.23, -1.20, -0.33], [-1.38, 0.82, 0.72], [-0.72, 1.17, 0.96], [-0.05, 0.18, -0.10], [0.20, -0.12, 0.04], [0.19, 0.25, 0.53], [0.01, 0.03, -0.32], [0.47, -0.59, 0.76], [0.54, 0.40, -0.24], [0.50, 2.57, -0.64], [-0.07, -0.21, -0.74], [-0.78, -0.09, -0.89], [0.06, 0.14, -0.01], [-0.31, -3.03, 0.44], [-0.05, 0.24, 0.80], [0.39, 0.53, 0.22], [0.11, -0.09, -0.23], [-0.10, -0.02, 0.77], [-0.30, -0.19, 0.01], [0.10, -0.38, 0.02], [0.62, -0.12, -1.39], [-0.01, -0.22, 0.88], [0.56, -0.65, -0.46], [0.29, 0.59, -0.53], [-0.36, -0.40, 1.49], [0.74, 0.16, -1.78]], "nbo_charge": [0.11, -0.08, 0.22, 0.06, -0.45, 0.26, -0.41, -0.11, 0.12, 0.21, 0.20, -0.38, 0.15, 0.24, 0.29, -0.15, -0.51, -0.16, -0.32, -0.67, 0.24, 0.09, 0.21, 0.22, 0.23, 0.08, 0.25, 0.21, -0.21, 0.42, -0.38]}

***

Record 4
{"formula": "C13H11BrF3N5O2", "method": "wB97M-V/def2-TZVPD", "charge": 0, "lumo_energy_ev": 0.3442, "homo_ev": -8.98, "mol_weight_g_mol": 406.16, "elements": ["H", "H", "C", "C", "C", "H", "O", "H", "N", "H", "H", "C", "H", "C", "N", "C", "C", "N", "O", "H", "C", "H", "F", "C", "C", "C", "C", "F", "C", "F", "Br", "H", "N", "N", "H"], "positions_angstrom": [[6.29732, -2.96665, 1.08217], [6.16471, -3.15214, -0.64315], [5.56270, -0.41807, -0.17933], [4.39405, 0.33612, -0.20023], [-1.86363, 1.77615, -0.28544], [-5.66484, 2.37865, 0.72860], [1.39999, 1.16124, -0.14661], [4.85984, -3.86851, 0.45341], [-2.28449, -0.69647, -0.90749], [-2.87327, -0.85363, -1.46527], [1.29751, -1.98597, 0.62698], [-1.13962, -0.92120, -0.60182], [-0.79565, 1.49105, -0.39863], [5.65869, -2.95885, 0.34771], [5.04617, -1.73135, 0.13196], [3.23265, -0.59794, -0.03235], [-4.58694, 2.13090, 0.44405], [-0.37457, -0.81169, 0.52421], [-0.78887, -1.89593, -1.45815], [6.41540, -0.36531, -0.44775], [-3.99519, 1.05105, -0.13354], [-0.78777, 0.02762, 1.14538], [-5.26296, -0.50559, -1.38282], [-2.71765, 0.81347, -0.29387], [-3.61970, 3.05896, 0.60084], [1.71576, -0.11971, 0.35839], [-2.38079, 2.98700, 0.40938], [-6.33222, 0.25491, 0.15123], [-5.10609, -0.13277, -0.13744], [-4.79789, -1.27570, 0.37552], [4.42240, 2.31746, -0.56158], [-1.52185, 3.84949, 0.39636], [3.53031, -1.77093, 0.35155], [0.90717, -0.95796, 0.50224], [-4.01066, 4.35231, 0.64552]], "atomic_forces_ev_per_a": [[3.51, -0.14, 4.17], [0.07, -0.54, 1.14], [-15.20, -4.03, 3.91], [-0.13, 0.75, -0.94], [3.50, 3.43, 3.22], [1.79, -0.97, -0.81], [1.11, -5.72, 3.52], [1.84, 2.59, -0.11], [0.65, 13.44, 13.66], [-9.50, -4.29, -10.94], [-1.24, 2.40, -0.28], [8.28, -10.93, -5.24], [-0.37, 1.22, -0.34], [-3.12, -3.62, -5.71], [-4.14, 2.17, 0.90], [-1.83, 4.82, 2.89], [-0.78, 0.60, -0.32], [-6.92, 4.88, 3.07], [1.82, 2.35, 2.40], [10.99, 1.32, -3.05], [-8.91, -3.79, 3.19], [1.87, -2.40, -1.32], [0.18, -0.13, -4.29], [0.67, -6.34, -3.41], [-6.69, 9.28, 1.86], [8.98, 14.20, -8.41], [10.91, -0.47, -4.09], [-0.68, 0.60, 2.05], [1.58, 1.54, -2.69], [0.74, -1.42, 3.37], [-0.14, -2.41, 0.35], [-2.78, -1.88, 0.47], [5.74, -0.35, -1.39], [-2.74, -12.16, 2.45], [0.92, -4.00, 0.75]], "nbo_charge": [0.19, 0.20, 0.01, -0.13, -0.22, 0.27, -0.72, 0.24, -0.46, 0.38, 0.43, 0.73, 0.28, -0.39, -0.22, 0.10, -0.21, -0.42, -0.72, 0.19, -0.13, 0.40, -0.35, 0.06, -0.18, 0.64, -0.21, -0.32, 0.97, -0.30, 0.07, 0.25, -0.25, -0.36, 0.19]}